a | The following is a DFT calculation (ωB97M-V/def2-TZVPD) of a cluster of 2 separate species, C7H15NO in total.

**Highest occupied orbital energy**: -8.262 eV
**Spin multiplicity**: 1

Last column: Mulliken charge in e.
CARTESIAN COORDINATES (ANGSTROEM)
C (0.6650, 2.2874, 0.2663)  -0.456
C (-0.0120, -1.9935, 1.7878)  -1.236
C (-2.5957, -1.9885, -0.3631)  -0.995
C (2.6512, 3.2753, -0.8203)  -0.785
C (0.4883, -0.9704, 0.8039)  0.091
C (-1.6536, -0.8794, -0.8957)  -0.563
C (-0.1703, -1.0034, -0.6841)  0.559
N (1.4151, 2.5263, -0.8161)  -0.027
O (0.6149, -0.9439, -1.6507)  -0.618
H (1.1300, 2.8178, 1.2103)  0.110
H (-1.0448, -1.6514, 2.1289)  0.270
H (-0.1094, -3.0855, 1.3520)  0.266
H (0.5704, -2.1451, 2.7156)  0.368
H (-3.5994, -1.5669, -0.3916)  0.329
H (-2.3070, -2.2231, 0.6112)  0.278
H (-2.6114, -2.8699, -1.0679)  0.261
H (3.5436, 2.6885, -1.0728)  0.294
H (2.8255, 3.5800, 0.1718)  0.296
H (2.5631, 4.1349, -1.4538)  0.283
H (1.5937, -1.0668, 0.6374)  0.271
H (0.2923, 0.1034, 1.2456)  0.028
H (-2.1110, 0.0912, -0.5685)  0.345
H (-1.7442, -0.8894, -1.9603)  0.334
H (1.0672, 1.8469, -1.4716)  0.299

***

b | The following is a DFT calculation (ωB97M-V/def2-TZVPD) of an isolated molecule of C7H15NO.

**Highest occupied orbital energy**: -9.861 eV
**Spin multiplicity**: 1
**SMILES string**: [H]/N=C(\C[C@H](C)O)C(C)C

Last column: Mulliken charge in e.
CARTESIAN COORDINATES (ANGSTROEM)
H (1.3258, -1.8029, 1.1584)  0.299
N (1.4314, -0.8189, 0.9170)  -0.792
C (0.3043, -0.2068, 0.7847)  0.353
C (-0.9085, -0.8962, 0.3198)  -0.867
C (-0.6778, -1.0686, -1.3384)  0.376
C (-1.8130, -1.9209, -1.8818)  -1.395
O (0.5399, -1.6509, -1.5957)  -0.564
C (0.3301, 1.3024, 0.6823)  0.677
C (1.5035, 1.8003, -0.1657)  -1.552
C (0.4171, 1.8652, 2.1063)  -1.654
H (-1.8276, -0.3367, 0.4806)  0.387
H (-0.9795, -1.9141, 0.7035)  0.420
H (-0.7311, -0.0409, -1.7363)  0.181
H (-1.7145, -1.9961, -2.9630)  0.351
H (-2.7789, -1.4785, -1.6451)  0.352
H (-1.7631, -2.9204, -1.4550)  0.361
H (1.2417, -1.3299, -0.8559)  0.486
H (-0.6056, 1.6406, 0.2248)  0.288
H (1.5125, 2.8896, -0.1913)  0.446
H (2.4412, 1.4577, 0.2683)  0.330
H (1.4469, 1.4110, -1.1822)  0.338
H (-0.4494, 1.5679, 2.6964)  0.371
H (0.4370, 2.9526, 2.0778)  0.435
H (1.3178, 1.4946, 2.5902)  0.375

***

c | The following is a DFT calculation (ωB97M-V/def2-TZVPD) of an isolated molecule of C7H15NO.

**Highest occupied orbital energy**: -8.625 eV
**Spin multiplicity**: 1
**SMILES string**: C[C@H]1CNC(C)(C)OC1

Last column: Mulliken charge in e.
CARTESIAN COORDINATES (ANGSTROEM)
C (-2.3609, -1.1224, 1.3166)  -1.575
C (-1.5547, -0.3667, 0.2727)  0.759
C (-0.9548, 0.9190, 0.8118)  -0.974
N (0.0139, 1.3941, -0.1605)  -0.418
C (1.1167, 0.3938, -0.6809)  1.392
C (1.8238, 1.0630, -1.8506)  -1.693
C (2.0851, 0.1176, 0.4654)  -1.605
O (0.5065, -0.7675, -1.1844)  -0.406
C (-0.3913, -1.4231, -0.3338)  -0.804
H (-1.7044, -1.5383, 2.0828)  0.380
H (-3.0611, -0.4544, 1.8126)  0.381
H (-2.8995, -1.9466, 0.8723)  0.390
H (-2.1676, -0.1482, -0.6012)  0.218
H (-1.7160, 1.6915, 0.9719)  0.382
H (-0.4375, 0.7451, 1.7615)  0.290
H (-0.4954, 1.6939, -0.9938)  0.315
H (1.1936, 1.0495, -2.7410)  0.397
H (2.7583, 0.5507, -2.0652)  0.394
H (2.0356, 2.0997, -1.5883)  0.398
H (1.5404, -0.2403, 1.3660)  0.324
H (2.6149, 1.0180, 0.7055)  0.390
H (2.7834, -0.6588, 0.1811)  0.383
H (-0.8589, -2.2017, -0.9416)  0.353
H (0.1300, -1.8678, 0.5210)  0.328

***

d | The following is a DFT calculation (ωB97M-V/def2-TZVPD) of an isolated molecule of C7H15NO.

**Highest occupied orbital energy**: -7.887 eV
**Spin multiplicity**: 1
**SMILES string**: C=C(C)[C@@](C)(O)N(C)C

Last column: Mulliken charge in e.
CARTESIAN COORDINATES (ANGSTROEM)
C (-1.1746, -2.1674, -0.9901)  -0.969
C (-0.6015, -0.9610, -0.9234)  0.142
C (0.7681, -0.2125, -1.8138)  -1.173
C (-0.7945, 0.0121, 0.2257)  1.114
C (-1.6137, 1.2172, -0.2604)  -1.780
O (-1.5205, -0.5275, 1.3185)  -0.647
N (0.5502, 0.3596, 0.7156)  0.235
C (1.5459, -0.6475, 1.0289)  -1.249
C (0.8528, 1.7016, 1.1681)  -1.212
H (-0.9514, -2.8507, -1.8035)  0.305
H (-1.8696, -2.5211, -0.2259)  0.299
H (1.2564, -1.0899, -2.2320)  0.361
H (1.5389, 0.4959, -1.5050)  0.328
H (0.2220, 0.3161, -2.5930)  0.399
H (-1.7344, 1.9702, 0.5223)  0.409
H (-2.6153, 0.8717, -0.5334)  0.406
H (-1.1705, 1.7052, -1.1313)  0.364
H (-0.9219, -1.1639, 1.7351)  0.421
H (1.7055, -0.6867, 2.1110)  0.391
H (1.2358, -1.6484, 0.7219)  0.430
H (2.4926, -0.3897, 0.5464)  0.397
H (0.8684, 2.4018, 0.3315)  0.314
H (1.8147, 1.7703, 1.6845)  0.387
H (0.1169, 2.0446, 1.9024)  0.327

***

Of the structures shown above, a is the least stable.